63
Properties=species:S:1:pos:R:3:nbo_charge:R:1 method="wB97M-V/def2-TZVPD" total_charge=+1 e_homo_ev=-10.97 gap_ev=7.78 e_above_lowest_ev=1.2028 total_energy_ev=-116845.8182
Sc 0.5891 0.7732 0.6590 1.794
C 0.4974 -1.3603 3.5028 -0.616
C -0.8229 -0.7037 3.1198 -0.228
N -1.0627 -0.6208 1.6523 -0.538
C -1.3261 -1.9824 1.1154 -0.230
C -0.0958 -2.6316 0.4968 -0.621
C -2.2608 0.2288 1.4228 -0.228
C -2.0477 1.6675 1.9247 -0.251
N -0.6435 2.0330 1.7652 -0.873
C -0.1689 3.1155 2.4236 0.145
C 1.2219 3.3335 2.3687 0.219
F 1.9238 2.3474 1.6672 -0.339
C 1.8865 4.3799 2.9627 0.379
F 3.2090 4.4780 2.8331 -0.286
C 1.1745 5.3209 3.6833 -0.366
C -0.1982 5.1487 3.7730 0.379
F -0.9162 6.0363 4.4588 -0.286
C -0.8647 4.0931 3.1723 0.245
F -2.2043 4.0300 3.3105 -0.305
H 0.6786 -1.1975 4.5631 0.240
H 1.3224 -0.9069 2.9441 0.212
H 0.4989 -2.4339 3.3314 0.220
H -0.8006 0.3098 3.5203 0.217
H -1.6597 -1.2378 3.5880 0.204
H -2.0902 -1.9097 0.3386 0.216
H -1.7281 -2.6151 1.9132 0.206
H 0.2044 -2.0660 -0.3879 0.224
H -0.3429 -3.6510 0.2036 0.227
H 0.7407 -2.6748 1.1888 0.222
H -3.1348 -0.1986 1.9304 0.221
H -2.4675 0.2233 0.3466 0.213
H -2.3529 1.7331 2.9719 0.216
H -2.7037 2.3401 1.3590 0.218
H 1.6610 6.1557 4.1599 0.266
Cl -1.0835 2.3027 -1.1554 0.059
C 0.2587 3.3165 -1.7038 -0.379
Cl 1.7458 2.4502 -1.2558 0.093
H 0.2177 4.2773 -1.1928 0.254
H 0.2114 3.4318 -2.7850 0.254
C -1.1790 -3.7495 -3.1960 -0.530
C -2.0242 -2.5212 -3.5141 -0.525
S -1.6113 -1.0024 -2.5789 0.162
C -0.7263 -0.0133 -3.8278 -0.522
C 0.6854 -0.4826 -4.1219 -0.552
S 1.6557 -0.7501 -2.5830 0.182
C 2.5121 -2.3093 -2.9767 -0.522
C 1.6792 -3.5703 -2.8044 -0.527
S 0.4100 -3.8555 -4.0982 0.179
H -1.7347 -4.6348 -3.5079 0.237
H -0.9735 -3.8263 -2.1303 0.220
H -3.0668 -2.7339 -3.2724 0.234
H -1.9610 -2.2661 -4.5707 0.231
H -0.7160 0.9943 -3.4194 0.210
H -1.3343 -0.0090 -4.7323 0.237
H 1.2028 0.2763 -4.7094 0.224
H 0.6844 -1.4225 -4.6669 0.252
H 3.3502 -2.3434 -2.2783 0.245
H 2.9068 -2.2181 -3.9881 0.232
H 1.1746 -3.5719 -1.8417 0.222
H 2.3423 -4.4353 -2.8549 0.236
O 4.1967 -1.6111 0.4265 -0.503
C 3.2346 -0.9588 0.4967 0.872
N 2.2261 -0.3217 0.5600 -1.089

***

59
Properties=species:S:1:pos:R:3:nbo_charge:R:1 method="wB97M-V/def2-TZVPD" total_charge=0 e_homo_ev=-7.86 gap_ev=8.06 smiles=N#CO[Si@@H](F)C[C@@H](O)CN.c1cc[nH]c1.c1cc[nH]c1.c1cc[nH]c1.c1cc[nH]c1 total_energy_ev=-44841.8703
N 3.6114 1.4124 2.8352 -0.427
C 3.2593 1.7965 1.7894 0.552
O 2.9845 2.1035 0.5765 -0.788
Si 1.7297 1.2798 -0.2120 1.936
F 2.3709 0.7767 -1.5647 -0.641
C 1.0771 -0.2075 0.6687 -0.977
C -0.4506 -0.2838 0.6269 0.101
O -0.8416 -1.5559 1.1395 -0.716
C -1.1389 0.7988 1.4625 -0.257
N -0.2646 1.3725 2.5094 -0.839
H 0.6250 2.1595 -0.6115 -0.233
H 1.3845 -0.3064 1.6992 0.290
H 1.4413 -1.0883 0.1521 0.245
H -0.8010 -0.2600 -0.3990 0.159
H -0.5319 -2.2093 0.5145 0.466
H -1.4931 1.5790 0.8054 0.192
H -1.9630 0.3225 1.9620 0.224
H -0.8603 1.6275 3.2817 0.376
H 0.0756 2.2578 2.1623 0.346
C 6.1023 -3.3045 -0.8581 -0.306
C 6.2079 -2.7265 0.4362 -0.291
C 5.1980 -1.8112 0.5574 -0.085
N 4.4893 -1.8124 -0.6138 -0.510
C 5.0318 -2.7211 -1.4801 -0.077
H 6.7396 -4.0614 -1.2822 0.222
H 6.9412 -2.9569 1.1900 0.221
H 4.9244 -1.1603 1.3713 0.210
H 3.6937 -1.2351 -0.8069 0.406
H 4.6120 -2.8725 -2.4592 0.210
C -4.5805 1.3684 -1.8438 -0.293
C -5.7250 0.8497 -1.1791 -0.313
C -5.3149 -0.2278 -0.4388 -0.073
N -3.9702 -0.3823 -0.6320 -0.512
C -3.5164 0.5886 -1.4839 -0.088
H -4.5433 2.2149 -2.5084 0.225
H -6.7327 1.2246 -1.2376 0.221
H -5.8619 -0.8943 0.2049 0.212
H -3.4038 -1.0974 -0.2117 0.417
H -2.4775 0.6400 -1.7605 0.202
C 0.9049 -1.3788 5.8765 -0.304
C 1.8837 -2.1822 6.5206 -0.314
C 3.0429 -2.0601 5.8038 -0.078
N 2.8024 -1.2194 4.7509 -0.504
C 1.5038 -0.7949 4.7916 -0.084
H -0.1203 -1.2426 6.1777 0.213
H 1.7520 -2.7786 7.4076 0.217
H 4.0147 -2.4983 5.9509 0.207
H 3.4775 -0.9462 4.0615 0.420
H 1.1161 -0.1151 4.0524 0.224
C -2.7444 2.6892 -6.3449 -0.306
C -3.1633 1.4329 -5.8265 -0.310
C -4.4946 1.5381 -5.5284 -0.073
N -4.8950 2.8074 -5.8431 -0.507
C -3.8357 3.5150 -6.3439 -0.080
H -1.7562 2.9541 -6.6803 0.221
H -2.5564 0.5542 -5.6893 0.220
H -5.1881 0.8240 -5.1198 0.217
H -5.8231 3.1651 -5.7243 0.411
H -3.9498 4.5388 -6.6546 0.210

***

51
Properties=species:S:1:pos:R:3:nbo_charge:R:1 method="wB97M-V/def2-TZVPD" total_charge=+1 e_homo_ev=-12.12 gap_ev=9.56 total_energy_ev=-30700.5715
Li 2.0585 0.2472 -0.1989 0.860
C 3.1980 2.3971 0.3347 -0.198
C 2.5839 2.0322 1.5328 -0.244
C 2.9433 0.8422 2.1628 -0.237
C 3.9280 0.0253 1.6095 -0.232
C 4.5432 0.3901 0.4119 -0.238
C 4.1683 1.5704 -0.2323 -0.271
H 2.9139 3.3175 -0.1610 0.234
H 1.8177 2.6648 1.9635 0.246
H 2.4554 0.5507 3.0848 0.245
H 4.2109 -0.8953 2.1047 0.246
H 5.3084 -0.2430 -0.0200 0.247
H 4.6387 1.8488 -1.1673 0.246
C -1.8732 -2.2606 1.2786 -0.616
C -0.6563 -1.3345 1.2850 -0.310
C -0.8079 -0.2802 2.3912 -0.614
C 0.5953 -2.1796 1.5964 -0.614
P -0.2887 -0.4033 -0.2993 0.741
C -1.3158 1.1088 -0.3195 -0.383
C -0.6997 2.2994 -0.7180 -0.138
C -1.4085 3.4922 -0.7895 -0.233
C -2.7524 3.5130 -0.4496 -0.170
C -3.3805 2.3417 -0.0456 -0.202
C -2.6705 1.1511 0.0165 -0.204
C -0.7987 -1.3543 -1.8279 -0.303
C -2.3011 -1.5830 -1.9921 -0.625
C -0.0601 -2.7000 -1.8287 -0.617
C -0.3053 -0.5094 -3.0121 -0.616
H -2.0169 -2.6526 2.2905 0.225
H -1.7254 -3.1155 0.6177 0.214
H -2.7954 -1.7581 0.9898 0.213
H -0.7331 -0.7737 3.3650 0.224
H -1.7682 0.2328 2.3424 0.229
H -0.0239 0.4812 2.3420 0.202
H 0.4495 -2.7079 2.5438 0.229
H 1.4877 -1.5571 1.7092 0.192
H 0.7950 -2.9276 0.8283 0.220
H 0.3487 2.2943 -0.9917 0.186
H -0.9135 4.4015 -1.1103 0.225
H -3.3116 4.4396 -0.4990 0.229
H -4.4309 2.3533 0.2200 0.229
H -3.1852 0.2529 0.3306 0.217
H -2.7055 -2.2629 -1.2448 0.218
H -2.4776 -2.0329 -2.9750 0.225
H -2.8613 -0.6473 -1.9608 0.222
H -0.4265 -3.3680 -1.0464 0.213
H 1.0178 -2.5764 -1.6991 0.204
H -0.2195 -3.2017 -2.7879 0.231
H -0.8444 0.4365 -3.0902 0.226
H -0.4683 -1.0685 -3.9384 0.230
H 0.7638 -0.2913 -2.9464 0.198